(1)
{
  "formula": "H18NO12",
  "method": "wB97M-V/def2-TZVPD",
  "mol_weight_g_mol": 224.14,
  "e_above_lowest_kcal_mol": 88.4,
  "e_lumo_ev": 3.070,
  "total_charge": -1,
  "spin_multiplicity": 1,
  "homo_ha": -0.2362,
  "elements": ["N", "O", "O", "O", "O", "H", "H", "O", "H", "H", "O", "H", "H", "O", "H", "H", "O", "H", "H", "O", "H", "H", "O", "H", "H", "O", "H", "H", "O", "H", "H"],
  "xyz": [[19.0970, 25.0730, 34.1950], [20.2670, 24.9480, 33.9080], [18.5100, 26.1960, 34.1400], [18.5700, 24.1340, 34.8370], [20.6510, 25.4690, 30.9120], [19.7920, 25.1670, 31.3150], [21.3130, 25.3000, 31.5820], [19.1120, 28.1950, 36.0540], [18.6560, 27.4790, 35.5510], [19.5300, 28.8380, 35.3700], [18.1920, 28.8270, 31.9700], [18.2630, 28.0620, 32.2480], [17.2610, 29.0980, 31.9020], [19.7180, 21.8960, 36.6080], [20.3010, 21.6120, 37.1590], [19.5730, 22.7660, 36.9100], [18.9450, 24.6080, 37.4930], [18.2610, 24.8490, 38.0930], [18.4970, 24.4660, 36.5770], [22.8110, 26.2820, 33.0640], [22.3370, 26.2950, 33.8590], [23.7350, 26.1870, 33.3100], [21.5420, 22.5210, 33.6540], [20.9280, 21.7830, 33.5710], [20.9480, 23.4560, 33.6730], [18.0020, 24.2300, 31.3010], [17.6520, 23.8230, 30.5470], [17.9190, 23.5050, 31.9860], [19.1570, 21.2160, 33.8290], [19.0300, 21.9170, 34.3900], [18.9670, 20.4590, 34.2210]],
  "atomic_forces_ev_per_a": [[-0.920, 1.713, 3.160], [1.556, 0.488, -1.757], [0.304, -1.296, -0.896], [-1.274, -0.730, -0.594], [-1.401, -0.338, 0.048], [1.278, 0.344, -0.627], [0.218, 0.075, 0.382], [0.679, 1.438, -1.549], [0.726, 0.705, 0.006], [-1.324, -2.081, 1.572], [-1.535, 12.535, -4.526], [0.862, -12.014, 4.409], [0.733, -0.583, 0.206], [-5.363, 1.109, -5.376], [5.939, -3.260, 5.199], [-0.636, 2.089, 0.350], [-0.057, -0.767, -2.349], [-0.832, 0.288, 0.602], [0.936, 0.517, 1.635], [1.340, 0.116, -1.895], [-1.350, -0.110, 1.818], [-0.054, -0.080, 0.003], [-1.175, 3.272, -0.120], [-0.237, 0.383, 0.050], [1.978, -3.656, 0.108], [0.336, -0.562, 2.973], [-0.666, -0.761, -1.953], [0.309, 1.281, -0.852], [1.377, 2.196, -5.671], [-0.407, 2.691, 2.594], [-1.342, -4.999, 3.052]]
}

***

(2)
{
  "formula": "H18NO12",
  "method": "wB97M-V/def2-TZVPD",
  "mol_weight_g_mol": 224.14,
  "e_above_lowest_kcal_mol": 340.2,
  "e_lumo_ev": 2.191,
  "total_charge": -1,
  "spin_multiplicity": 1,
  "homo_ha": -0.2228,
  "elements": ["N", "O", "O", "O", "O", "H", "H", "O", "H", "H", "O", "H", "H", "O", "H", "H", "O", "H", "H", "O", "H", "H", "O", "H", "H", "O", "H", "H", "O", "H", "H"],
  "xyz": [[-0.0278, 0.1923, -0.1743], [0.9582, -0.4182, 0.1768], [0.2640, 1.1208, -0.9395], [-1.1470, -0.0928, 0.1851], [0.8108, 1.8902, -2.6252], [1.6610, 1.5705, -2.3232], [0.2989, 2.0036, -1.8244], [-2.8871, 0.9772, 1.6341], [-2.3061, 0.4215, 1.1145], [-3.3040, 0.3768, 2.2521], [1.3748, -2.0332, -1.2021], [1.1774, -1.2525, -0.6845], [1.7308, -1.6932, -2.0230], [1.5611, -2.5793, 0.7334], [1.3496, -1.6636, 0.9148], [1.3871, -3.0337, 1.5578], [-1.6851, 2.1961, 0.1224], [-1.9873, 1.6839, -0.6277], [-0.7811, 1.9123, 0.2582], [2.3311, 1.2026, 0.2663], [1.5845, 0.6473, 0.0417], [2.1396, 2.0426, -0.1509], [-1.1700, -1.9611, 0.9822], [-0.8907, -1.1196, 0.6216], [-0.8728, -1.9429, 1.8919], [-0.1687, -0.1965, -2.9896], [-0.2400, 0.2252, -2.1332], [0.7728, -0.2440, -3.1560], [-0.8828, -0.3867, 2.7152], [-0.3044, -0.0590, 3.4038], [-0.7466, 0.2131, 1.9817]],
  "atomic_forces_ev_per_a": [[-0.204, 1.492, -0.893], [-2.908, -0.373, 4.140], [-2.672, -2.953, 5.293], [-0.482, 5.110, -4.168], [2.488, 3.940, -4.547], [0.207, 0.258, -0.004], [0.048, 2.193, -2.177], [-1.595, 0.009, 1.047], [-0.865, 0.217, 0.240], [-0.049, -0.323, 0.232], [0.737, -1.599, -5.002], [0.757, -1.730, -1.790], [-0.012, 0.009, -0.569], [1.321, -2.207, 3.450], [0.098, -1.058, 0.821], [-0.145, -0.192, 0.446], [-0.034, 2.563, -0.389], [-0.111, 0.137, -0.063], [-0.594, 1.197, -0.058], [3.062, 3.259, 0.690], [2.678, 0.896, 0.146], [0.444, 0.376, 0.124], [-0.881, -6.084, 1.591], [-0.305, -3.442, 1.380], [-0.195, -0.486, -0.187], [-1.273, -2.104, -1.040], [-0.111, -0.252, -1.313], [-0.180, 0.159, -0.097], [0.801, 0.534, 1.901], [0.149, 0.206, 0.323], [-0.171, 0.249, 0.473]]
}

***

(3)
{
  "formula": "H18NO12",
  "method": "wB97M-V/def2-TZVPD",
  "mol_weight_g_mol": 224.14,
  "e_above_lowest_kcal_mol": 102.0,
  "e_lumo_ev": 2.313,
  "total_charge": -1,
  "spin_multiplicity": 1,
  "homo_ha": -0.2801,
  "elements": ["N", "O", "O", "O", "O", "H", "H", "O", "H", "H", "O", "H", "H", "O", "H", "H", "O", "H", "H", "O", "H", "H", "O", "H", "H", "O", "H", "H", "O", "H", "H"],
  "xyz": [[-19.2524, 30.9859, 30.8424], [-19.9176, 31.3355, 31.8392], [-19.7434, 31.1106, 29.6650], [-17.9787, 31.1257, 30.9751], [-19.1636, 30.7019, 27.0748], [-18.2945, 30.4607, 27.1882], [-19.4359, 30.7038, 28.0391], [-18.7966, 33.7613, 33.1433], [-19.2374, 33.0445, 32.8473], [-18.2753, 34.2687, 32.4803], [-19.0964, 27.5542, 29.1793], [-19.1956, 27.1134, 28.4281], [-18.8190, 28.4019, 28.8563], [-16.8736, 29.6955, 28.8033], [-17.2391, 30.0527, 29.7633], [-16.0039, 29.1807, 29.0516], [-15.8214, 30.9340, 33.0403], [-16.3849, 30.2655, 33.4043], [-16.4552, 31.3969, 32.6161], [-17.9228, 33.7889, 29.4514], [-18.0410, 34.1645, 28.5793], [-17.9741, 32.7611, 29.4600], [-22.0770, 32.9119, 31.3144], [-21.9075, 33.6862, 30.5703], [-21.1986, 32.5285, 31.7977], [-21.5424, 29.0069, 32.6161], [-21.0550, 29.8901, 32.4678], [-21.4350, 28.4200, 31.9645], [-22.7514, 30.8814, 29.0702], [-22.1129, 31.2198, 29.7783], [-22.3316, 29.9086, 28.6552]],
  "atomic_forces_ev_per_a": [[1.429, 5.659, -1.521], [-0.540, -1.921, 0.321], [0.185, -1.826, 2.479], [-0.957, -2.077, -0.474], [-3.357, 0.596, 1.040], [3.512, -0.916, 0.050], [0.054, 0.250, -1.509], [2.918, 4.820, 1.952], [-1.768, -3.552, -2.298], [-1.006, -1.300, 0.308], [0.340, 2.316, 4.868], [-0.830, -3.387, -4.943], [0.538, 1.063, 0.082], [1.377, -0.545, 3.596], [1.247, -0.760, -2.979], [-2.697, 1.551, -0.673], [3.168, -2.052, 2.016], [-0.091, -0.980, 0.636], [-3.090, 3.015, -2.677], [0.099, -2.077, 0.984], [-0.136, -0.653, -0.310], [0.048, 2.688, -0.575], [2.226, 1.588, -1.113], [0.132, -3.263, 3.249], [-2.654, 1.746, -2.489], [-0.042, 5.181, 4.392], [-0.986, -2.319, -0.245], [1.012, -2.940, -4.157], [2.383, -3.656, -0.877], [-0.978, -0.882, -1.344], [-1.535, 4.636, 2.210]]
}

***

(4)
{
  "formula": "H18NO7",
  "method": "wB97M-V/def2-TZVPD",
  "mol_weight_g_mol": 144.14,
  "e_above_lowest_kcal_mol": 51.4,
  "e_lumo_ev": -3.276,
  "total_charge": 1,
  "spin_multiplicity": 1,
  "homo_ha": -0.5324,
  "elements": ["N", "H", "H", "H", "H", "O", "H", "H", "O", "H", "H", "O", "H", "H", "O", "H", "H", "O", "H", "H", "O", "H", "H", "O", "H", "H"],
  "xyz": [[19.8520, -30.4900, 7.4250], [20.3110, -29.6160, 7.5820], [19.0980, -30.4610, 6.7670], [19.4410, -30.8400, 8.2770], [20.4300, -31.2300, 7.0300], [19.3570, -27.6230, 8.7430], [18.6740, -27.1570, 9.2110], [19.1040, -27.4350, 7.8520], [18.9540, -31.4780, 4.3840], [19.5310, -31.0420, 3.7670], [18.1010, -31.0960, 4.1530], [21.3570, -29.2820, 9.7970], [20.6510, -28.6790, 9.5630], [22.1200, -28.7700, 9.8320], [17.7090, -30.1260, 9.5560], [17.0710, -30.7280, 9.8930], [17.5710, -29.3820, 10.1260], [21.7000, -29.1270, 5.4890], [22.4920, -28.9250, 5.0070], [21.7580, -28.4890, 6.2490], [17.4640, -32.4360, 7.1800], [17.2700, -32.7780, 6.2860], [16.7250, -32.7370, 7.7420], [17.0280, -29.5650, 5.2050], [16.5650, -29.3720, 4.3890], [17.5280, -28.7470, 5.3710]],
  "atomic_forces_ev_per_a": [[-0.318, -1.607, -0.261], [0.539, 0.338, 0.110], [-0.972, 0.442, -0.798], [-0.289, 0.049, 0.844], [0.670, 0.297, 0.109], [0.250, -0.249, 0.131], [-0.375, 0.349, 0.849], [-0.003, 0.164, -1.130], [-0.230, -0.169, 0.332], [0.713, 0.102, -0.415], [-0.168, -0.004, 0.373], [-1.847, -1.775, -0.453], [-0.279, 0.417, 0.162], [2.183, 1.353, 0.245], [0.757, 0.221, -0.724], [-0.833, -1.174, 0.235], [0.204, 0.837, 0.420], [-0.675, 0.886, 1.796], [0.685, 0.005, -0.601], [0.025, -0.802, -1.115], [-0.413, -0.269, -0.141], [0.138, 0.200, 0.643], [0.503, 0.156, -0.508], [0.414, 0.540, 0.252], [-0.381, 0.097, -0.229], [-0.300, -0.402, -0.124]]
}

***

(5)
{
  "formula": "H18O9",
  "method": "wB97M-V/def2-TZVPD",
  "mol_weight_g_mol": 162.14,
  "s2": 0.75,
  "e_above_lowest_kcal_mol": 10.7,
  "e_lumo_ev": [2.909, 2.987],
  "total_charge": -1,
  "spin_multiplicity": 2,
  "homo_ha": [-0.0073, -0.2779],
  "elements": ["O", "H", "H", "O", "H", "H", "O", "H", "H", "O", "H", "H", "O", "H", "H", "O", "H", "H", "O", "H", "H", "O", "H", "H", "O", "H", "H"],
  "xyz": [[0.4465, 1.2671, -2.5221], [0.4889, 1.5334, -3.4406], [0.8038, 2.0125, -2.0394], [2.4901, -0.6583, -1.9088], [1.7621, -0.0446, -2.0066], [2.6657, -0.9660, -2.7980], [-2.1348, -2.0102, 1.0393], [-1.3888, -1.5018, 0.7214], [-2.9010, -1.4923, 0.7923], [0.0125, -0.3945, 0.1993], [0.0598, 0.4173, -0.3057], [0.0453, -0.1110, 1.1129], [-1.6981, 0.8400, 2.6651], [-2.0278, 0.1793, 3.2742], [-0.7537, 0.6870, 2.6334], [0.3609, 2.5996, 0.1785], [1.0628, 2.5956, 0.8293], [0.2008, 3.5270, 0.0038], [0.8075, 0.1714, 2.7270], [1.2556, 0.9341, 2.3611], [1.4975, -0.3229, 3.1695], [0.8079, -3.1472, 0.3745], [0.9940, -2.2087, 0.3451], [-0.1475, -3.2021, 0.3909], [-1.9101, -0.0737, -2.4940], [-1.7600, -0.9555, -2.8348], [-1.0401, 0.3247, -2.4677]],
  "atomic_forces_ev_per_a": [[0.119, -0.357, -0.325], [0.007, 0.051, -0.421], [0.093, 0.610, 0.868], [0.557, -0.378, 0.181], [-0.398, 0.310, -0.037], [0.037, -0.098, -0.162], [-0.454, -0.895, 0.368], [0.389, 0.695, -0.394], [-0.045, 0.210, -0.088], [-0.069, -0.656, -0.467], [-0.167, 0.425, -0.173], [0.234, 0.046, 0.334], [-1.113, 0.513, -0.122], [-0.008, -0.225, 0.050], [0.110, -0.047, 0.398], [-0.655, -0.870, -0.876], [0.945, 0.083, 0.719], [-0.140, 0.717, -0.054], [0.120, -0.440, 0.415], [0.646, 0.959, -0.333], [0.207, -0.356, 0.167], [0.318, -0.727, 0.132], [-0.015, 0.542, -0.257], [-0.300, 0.045, 0.033], [-0.794, -0.275, -0.258], [-0.016, -0.249, 0.059], [0.394, 0.366, 0.244]]
}

***

(6)
{
  "formula": "H18O9",
  "method": "wB97M-V/def2-TZVPD",
  "mol_weight_g_mol": 162.14,
  "e_above_lowest_kcal_mol": 117.3,
  "e_lumo_ev": -0.406,
  "spin_multiplicity": 1,
  "smiles": "O.O.O.O.O.O.O.O.O",
  "homo_ha": -0.3729,
  "elements": ["O", "H", "H", "O", "H", "H", "O", "H", "H", "O", "H", "H", "O", "H", "H", "O", "H", "H", "O", "H", "H", "O", "H", "H", "O", "H", "H"],
  "xyz": [[5.9880, 3.6660, 40.0370], [5.9150, 3.1330, 39.1750], [6.5730, 4.4010, 39.9490], [10.7350, 1.2270, 36.8290], [11.0670, 1.9570, 37.3660], [11.3300, 0.5180, 36.7210], [10.1150, 4.8670, 40.5790], [10.2380, 4.3980, 39.8270], [9.1150, 5.1000, 40.3510], [7.9130, 2.7970, 37.9800], [8.0160, 3.6780, 37.6330], [8.8730, 2.6820, 38.2200], [7.5370, 5.8500, 39.4050], [7.4350, 5.8330, 38.4410], [6.9040, 6.6290, 39.6840], [11.4000, 3.1250, 38.8150], [12.2340, 2.6890, 39.1170], [11.7100, 3.8270, 38.1510], [10.3420, 0.2660, 39.0810], [10.5180, 0.6270, 38.2280], [10.0040, -0.5220, 38.5870], [6.6290, 0.3260, 37.1500], [6.8990, 1.1710, 37.2810], [7.3350, -0.1510, 37.5860], [7.6800, 5.2810, 36.6510], [8.2340, 5.1290, 36.0560], [7.0500, 5.4860, 36.1020]],
  "atomic_forces_ev_per_a": [[-1.795, -2.412, -1.121], [0.695, 1.580, 2.074], [0.795, 0.526, -0.723], [-1.644, 1.403, -1.380], [0.648, -0.054, 0.093], [1.618, -0.769, -0.300], [-4.343, 3.086, 2.357], [1.537, -2.768, -3.398], [2.763, -0.142, 1.331], [2.294, -0.261, 0.354], [-0.900, 0.715, -0.480], [-1.401, -0.800, 0.186], [-1.985, 2.777, 0.685], [0.226, -0.096, 0.075], [1.964, -2.313, -0.624], [1.580, 0.866, -1.870], [-0.974, 0.520, -0.075], [-0.428, -1.313, 1.584], [-0.847, -2.464, 0.386], [0.344, 1.862, -0.597], [-0.146, -0.146, 1.779], [-1.144, -3.987, -0.621], [1.143, 4.431, 0.514], [0.016, -0.453, 0.110], [-2.151, 0.575, 10.885], [9.072, -2.432, -7.356], [-6.935, 2.070, -3.870]]
}

***

Strongest force on any atom for the records above, in order: 13.42, 6.62, 6.79, 2.60, 1.40, 11.93 eV Å⁻¹